{"formula": "C4H11N2", "method": "wB97M-V/def2-TZVPD", "species": ["C", "C", "C", "C", "N", "N", "H", "H", "H", "H", "H", "H", "H", "H", "H", "H", "H"], "positions_angstrom": [[1.24, -0.10, 0.55], [1.15, 0.01, -0.80], [0.08, -1.16, -0.85], [-1.31, -0.85, -0.85], [-2.35, -1.42, -0.31], [1.07, 2.90, 1.57], [1.95, -0.71, 1.13], [0.35, 0.06, 1.10], [0.79, 1.04, -1.09], [1.92, -0.24, -1.47], [0.44, -2.15, -0.85], [-1.58, 0.10, -1.30], [-2.17, -2.31, 0.03], [-3.11, -0.87, 0.10], [1.18, 2.11, 0.91], [1.85, 2.47, 2.19], [0.35, 2.71, 2.26]], "e_homo_ha": -0.4977, "total_charge": 1, "orbital_gap_ev": 7.4}


{"formula": "C24H24Cl5N4O3RbSSe", "method": "wB97M-V/def2-TZVPD", "species": ["Rb", "Cl", "C", "C", "C", "Cl", "C", "Cl", "C", "Cl", "C", "Cl", "C", "C", "N", "C", "C", "C", "S", "N", "C", "O", "C", "C", "C", "C", "C", "C", "H", "H", "H", "H", "H", "H", "H", "H", "H", "H", "H", "H", "H", "H", "H", "O", "C", "O", "C", "N", "C", "C", "C", "H", "H", "H", "H", "H", "H", "H", "H", "H", "Se", "C", "N"], "positions_angstrom": [[-0.62, -0.26, 0.39], [-1.16, 0.10, 4.77], [0.55, 0.03, 4.40], [0.91, -0.18, 3.08], [2.28, -0.23, 2.88], [2.85, -0.52, 1.25], [3.23, -0.08, 3.88], [4.94, -0.15, 3.54], [2.81, 0.16, 5.19], [3.96, 0.40, 6.46], [1.44, 0.21, 5.45], [0.90, 0.52, 7.07], [-4.05, -1.57, -5.47], [-3.55, -0.14, -5.71], [-2.27, 0.18, -5.11], [-1.09, 0.08, -5.95], [-0.57, -1.35, -6.10], [-2.20, 0.46, -3.76], [-0.75, 1.01, -3.07], [-3.38, 0.35, -3.15], [-3.56, 0.06, -1.86], [-2.73, -0.36, -1.04], [-4.99, 0.21, -1.39], [-5.27, 0.11, -0.03], [-6.58, 0.15, 0.43], [-7.63, 0.28, -0.47], [-7.36, 0.39, -1.83], [-6.05, 0.36, -2.29], [-5.06, -1.69, -5.87], [-4.07, -1.77, -4.40], [-3.40, -2.31, -5.94], [-4.29, 0.55, -5.30], [-3.46, 0.04, -6.78], [-0.32, 0.70, -5.49], [-1.33, 0.50, -6.93], [-0.39, -1.78, -5.11], [0.36, -1.35, -6.66], [-1.29, -1.98, -6.63], [-4.45, 0.00, 0.66], [-6.78, 0.07, 1.49], [-8.65, 0.28, -0.12], [-8.18, 0.50, -2.53], [-5.83, 0.45, -3.34], [1.34, 4.87, -0.03], [1.08, 3.57, 0.14], [-0.02, 3.14, 0.33], [2.31, 2.67, 0.05], [3.57, 3.45, 0.10], [4.38, 3.11, -1.09], [3.83, 1.78, -1.59], [2.33, 1.92, -1.31], [2.25, 1.95, 0.86], [4.07, 3.23, 0.95], [2.31, 4.94, 0.00], [5.44, 3.07, -0.85], [4.23, 3.89, -1.85], [4.23, 0.96, -1.00], [4.05, 1.60, -2.65], [1.83, 0.96, -1.23], [1.83, 2.51, -2.08], [1.23, -4.64, -0.34], [0.34, -6.19, -0.26], [-0.23, -7.20, -0.22]], "e_homo_ha": -0.0673, "total_charge": -2, "orbital_gap_ev": 5.4}


{"formula": "C2H6NOS", "method": "wB97M-V/def2-TZVPD", "species": ["C", "C", "N", "O", "S", "H", "H", "H", "H", "H", "H"], "positions_angstrom": [[-1.13, 0.53, -2.93], [-0.23, -0.27, -2.91], [0.92, 0.14, 2.40], [-0.52, -0.91, 0.57], [-1.38, -0.20, -0.42], [-1.98, 1.11, -3.44], [0.69, -0.82, -2.92], [0.84, 1.16, 2.72], [1.20, -0.08, 1.43], [0.04, -0.22, 2.57], [1.57, -0.44, 2.95]], "e_homo_ha": [-0.4501, -0.4500], "total_charge": 1, "orbital_gap_ev": [7.4, 7.4]}


{"formula": "C27H72O27S9", "method": "wB97M-V/def2-TZVPD", "species": ["O", "S", "O", "O", "C", "C", "C", "H", "H", "H", "H", "H", "H", "H", "H", "O", "S", "O", "O", "C", "C", "C", "H", "H", "H", "H", "H", "H", "H", "H", "O", "S", "O", "O", "C", "C", "C", "H", "H", "H", "H", "H", "H", "H", "H", "O", "S", "O", "O", "C", "C", "C", "H", "H", "H", "H", "H", "H", "H", "H", "O", "S", "O", "O", "C", "C", "C", "H", "H", "H", "H", "H", "H", "H", "H", "O", "S", "O", "O", "C", "C", "C", "H", "H", "H", "H", "H", "H", "H", "H", "O", "S", "O", "O", "C", "C", "C", "H", "H", "H", "H", "H", "H", "H", "H", "O", "S", "O", "O", "C", "C", "C", "H", "H", "H", "H", "H", "H", "H", "H", "O", "S", "O", "O", "C", "C", "C", "H", "H", "H", "H", "H", "H", "H", "H"], "positions_angstrom": [[-3.34, 0.48, 3.67], [-4.33, -0.54, 3.93], [-5.23, -0.47, 5.06], [-5.34, -0.74, 2.60], [-4.87, -0.56, 1.33], [-6.01, -0.80, 0.36], [-3.41, -2.12, 3.98], [-4.11, -1.31, 1.08], [-4.35, 0.36, 1.09], [-5.56, -0.79, -0.63], [-6.85, -0.10, 0.37], [-6.33, -1.78, 0.71], [-2.53, -1.92, 4.59], [-3.01, -2.51, 3.04], [-4.00, -2.84, 4.55], [2.00, 0.84, -2.11], [1.65, 1.89, -3.07], [2.61, 3.00, -3.30], [1.09, 1.08, -4.53], [1.95, 1.23, -5.68], [3.19, 0.40, -5.63], [-0.02, 2.45, -2.61], [2.16, 2.30, -5.71], [1.48, 0.92, -6.61], [3.03, -0.63, -5.93], [3.69, 0.57, -4.67], [3.96, 0.71, -6.34], [-0.37, 3.32, -3.16], [-0.03, 2.73, -1.55], [-0.52, 1.48, -2.58], [1.88, -1.94, 1.02], [0.42, -1.72, 0.89], [-0.48, -2.35, 1.83], [0.10, -0.08, 0.81], [-0.26, 0.58, 2.10], [-0.71, 2.13, 1.99], [-0.16, -2.20, -0.79], [0.50, 0.36, 2.84], [-1.22, 0.20, 2.45], [-1.63, 2.13, 1.40], [-0.11, 2.68, 1.26], [-0.73, 2.76, 2.87], [-1.18, -1.86, -0.93], [-0.08, -3.28, -0.95], [0.73, -1.81, -1.29], [5.57, -4.59, -3.26], [4.51, -3.73, -3.73], [3.09, -4.04, -3.56], [4.87, -2.12, -3.33], [4.22, -1.45, -2.20], [4.74, -2.03, -0.89], [4.84, -3.42, -5.46], [3.14, -1.27, -2.25], [4.39, -0.37, -2.17], [4.42, -3.06, -0.75], [4.11, -1.49, -0.18], [5.77, -1.81, -0.61], [4.05, -2.77, -5.85], [4.78, -4.40, -5.92], [5.74, -2.80, -5.48], [4.22, 1.52, 5.29], [3.11, 0.84, 4.56], [2.34, -0.25, 5.13], [1.99, 1.95, 3.94], [1.51, 2.99, 4.84], [2.44, 4.08, 4.55], [3.89, 0.18, 3.01], [1.53, 2.55, 5.84], [0.51, 3.18, 4.47], [2.10, 4.76, 3.77], [3.43, 3.86, 4.13], [2.64, 4.73, 5.40], [3.14, 0.08, 2.22], [4.32, -0.81, 3.19], [4.65, 0.92, 2.77], [2.27, 6.94, 0.24], [1.45, 5.81, -0.11], [1.46, 5.32, -1.51], [1.88, 4.54, 0.84], [3.25, 4.13, 0.62], [3.40, 2.65, 0.35], [-0.25, 6.03, 0.48], [3.96, 4.42, 1.39], [3.86, 4.61, -0.15], [2.61, 2.18, -0.24], [3.39, 2.15, 1.31], [4.37, 2.39, -0.07], [-0.65, 6.97, 0.12], [-0.02, 6.14, 1.54], [-0.72, 5.05, 0.41], [-2.43, -5.66, -2.43], [-3.00, -5.05, -1.31], [-3.31, -3.64, -1.26], [-4.38, -5.96, -1.04], [-5.37, -5.47, -0.21], [-5.79, -6.71, 0.59], [-2.06, -5.51, 0.28], [-6.15, -5.12, -0.89], [-5.19, -4.54, 0.34], [-5.29, -6.96, 1.52], [-5.71, -7.59, -0.06], [-6.84, -6.64, 0.87], [-2.74, -5.52, 1.13], [-1.24, -4.82, 0.45], [-1.68, -6.47, -0.06], [0.65, -3.69, -8.35], [0.87, -4.65, -7.31], [2.21, -5.03, -6.77], [-0.02, -4.23, -5.99], [-0.26, -2.78, -5.97], [-0.23, -2.38, -4.51], [0.00, -6.31, -7.85], [-1.23, -2.56, -6.41], [0.52, -2.18, -6.43], [-0.99, -2.80, -3.84], [-0.29, -1.32, -4.26], [0.76, -2.58, -4.09], [0.16, -7.00, -7.03], [0.47, -6.41, -8.83], [-1.05, -6.09, -8.02], [-2.31, 7.60, 3.71], [-2.41, 6.28, 4.34], [-1.62, 5.13, 3.78], [-1.96, 6.43, 5.91], [-1.96, 5.28, 6.75], [-0.62, 4.93, 7.46], [-4.20, 5.77, 4.67], [-2.25, 4.38, 6.20], [-2.86, 5.33, 7.36], [-0.02, 4.21, 6.90], [-0.62, 4.61, 8.50], [-0.06, 5.87, 7.49], [-4.73, 6.71, 4.77], [-4.32, 5.20, 5.59], [-4.47, 5.15, 3.81]], "e_homo_ha": -0.3873, "orbital_gap_ev": 10.6, "smiles": "CCOS(C)(=O)=O.CCOS(C)(=O)=O.CCOS(C)(=O)=O.CCOS(C)(=O)=O.CCOS(C)(=O)=O.CCOS(C)(=O)=O.CCOS(C)(=O)=O.CCOS(C)(=O)=O.CCOS(C)(=O)=O"}


{"formula": "C36H33BrN3O4PtSSi", "method": "wB97M-V/def2-TZVPD", "species": ["Pt", "C", "C", "N", "C", "C", "C", "S", "N", "C", "O", "C", "C", "C", "C", "C", "C", "H", "H", "H", "H", "H", "H", "H", "H", "H", "H", "H", "H", "H", "H", "H", "Br", "C", "C", "N", "C", "C", "C", "C", "O", "O", "H", "H", "H", "O", "Si", "C", "C", "C", "C", "C", "C", "C", "C", "C", "C", "C", "C", "C", "C", "C", "C", "C", "C", "H", "H", "H", "H", "H", "H", "H", "H", "H", "H", "H", "H", "H", "H", "H"], "positions_angstrom": [[0.92, 0.62, -0.55], [5.82, -0.89, 3.03], [5.81, 0.50, 2.39], [5.25, 0.49, 1.06], [6.14, 0.51, -0.07], [6.54, -0.89, -0.55], [3.90, 0.39, 0.93], [3.29, 0.27, -0.68], [3.23, 0.44, 2.06], [1.94, 0.19, 2.24], [1.14, -0.34, 1.43], [1.46, 0.44, 3.63], [2.36, 0.53, 4.69], [1.89, 0.58, 5.99], [0.53, 0.55, 6.24], [-0.37, 0.52, 5.19], [0.09, 0.47, 3.89], [6.23, -0.84, 4.03], [6.41, -1.59, 2.44], [4.79, -1.26, 3.08], [6.83, 0.89, 2.32], [5.21, 1.17, 3.00], [7.03, 1.07, 0.21], [5.64, 1.03, -0.89], [7.08, -1.43, 0.22], [7.18, -0.81, -1.42], [5.65, -1.45, -0.82], [3.42, 0.54, 4.48], [2.59, 0.63, 6.81], [0.17, 0.55, 7.26], [-1.43, 0.53, 5.39], [-0.60, 0.44, 3.05], [-0.89, 4.45, -6.74], [-0.30, 3.35, -5.30], [-0.13, 1.99, -5.52], [0.33, 1.20, -4.57], [0.61, 1.71, -3.39], [0.43, 3.05, -3.06], [-0.02, 3.90, -4.07], [0.76, 3.64, -1.68], [0.64, 4.86, -1.55], [1.18, 2.86, -0.77], [-0.38, 1.53, -6.46], [1.00, 0.99, -2.64], [-0.14, 4.95, -3.86], [-1.19, 0.40, -0.88], [-2.42, -0.57, -0.83], [-2.27, -2.04, 0.38], [-2.32, -1.85, 1.75], [-2.19, -2.90, 2.64], [-2.00, -4.18, 2.16], [-1.95, -4.40, 0.79], [-2.08, -3.34, -0.08], [-2.79, -1.30, -2.56], [-1.87, -1.07, -3.58], [-2.11, -1.48, -4.88], [-3.28, -2.13, -5.19], [-4.20, -2.40, -4.18], [-3.96, -1.98, -2.89], [-3.99, 0.40, -0.32], [-4.04, 1.77, -0.53], [-5.17, 2.50, -0.21], [-6.28, 1.87, 0.32], [-6.24, 0.50, 0.55], [-5.11, -0.22, 0.23], [-2.48, -0.85, 2.13], [-2.22, -2.72, 3.71], [-1.90, -5.01, 2.85], [-1.81, -5.41, 0.41], [-2.04, -3.52, -1.15], [-0.95, -0.55, -3.35], [-1.37, -1.28, -5.65], [-3.49, -2.44, -6.20], [-5.12, -2.92, -4.42], [-4.69, -2.20, -2.12], [-3.17, 2.26, -0.93], [-5.19, 3.57, -0.38], [-7.17, 2.43, 0.56], [-7.10, 0.00, 0.97], [-5.08, -1.29, 0.42]], "e_homo_ha": [-0.2125, -0.2138], "total_charge": -1, "orbital_gap_ev": [7.5, 7.3]}


{"formula": "C27H66F3N5O26S", "method": "wB97M-V/def2-TZVPD", "species": ["C", "C", "C", "O", "C", "N", "H", "H", "H", "H", "H", "H", "H", "H", "H", "H", "H", "H", "C", "C", "C", "O", "C", "N", "H", "H", "H", "H", "H", "H", "H", "H", "H", "H", "H", "H", "C", "C", "C", "O", "C", "N", "H", "H", "H", "H", "H", "H", "H", "H", "H", "H", "H", "H", "C", "C", "C", "O", "C", "N", "H", "H", "H", "H", "H", "H", "H", "H", "H", "H", "H", "H", "C", "C", "C", "O", "C", "N", "H", "H", "H", "H", "H", "H", "H", "H", "H", "H", "H", "H", "O", "C", "O", "O", "H", "O", "C", "O", "O", "H", "O", "C", "O", "O", "H", "O", "C", "O", "O", "H", "O", "C", "O", "O", "H", "O", "C", "O", "O", "H", "C", "F", "F", "F", "S", "O", "O", "O"], "positions_angstrom": [[-0.52, 1.01, 0.52], [0.55, 0.09, -0.01], [0.64, 0.41, -1.44], [1.82, -0.21, -1.94], [2.12, 0.46, -3.16], [1.83, 0.34, 0.69], [1.58, 0.24, 1.72], [2.58, -0.28, 0.48], [2.17, 1.28, 0.42], [-1.48, 0.63, 0.17], [-0.34, 2.04, 0.25], [-0.54, 1.07, 1.58], [0.27, -0.96, 0.12], [0.72, 1.60, -1.60], [-0.29, 0.15, -1.98], [2.70, 1.33, -3.07], [1.15, 0.68, -3.68], [2.62, -0.31, -3.78], [-0.54, 4.71, -2.98], [-0.60, 5.35, -1.66], [-0.93, 4.37, -0.55], [-1.25, 5.12, 0.68], [-1.80, 4.33, 1.72], [0.66, 5.90, -1.26], [2.32, 4.93, -1.36], [1.09, 6.43, -2.06], [0.63, 6.44, -0.41], [-1.53, 4.52, -3.37], [0.06, 3.76, -2.87], [-0.03, 5.34, -3.72], [-1.44, 6.10, -1.61], [-0.01, 3.74, -0.30], [-1.77, 3.84, -0.87], [-1.99, 4.91, 2.58], [-1.19, 3.48, 2.14], [-2.75, 4.01, 1.33], [-5.49, 1.30, 5.07], [-3.95, 1.39, 4.97], [-3.29, 0.07, 4.59], [-3.39, -0.13, 3.21], [-2.33, -1.02, 2.77], [-3.67, 2.46, 4.08], [-1.55, 2.24, 4.24], [-3.36, 2.09, 3.19], [-4.29, 3.25, 4.07], [-5.77, 0.70, 5.90], [-5.73, 0.72, 4.17], [-5.94, 2.25, 5.26], [-3.54, 1.71, 6.00], [-3.86, -0.68, 5.11], [-2.28, -0.08, 4.97], [-1.34, -0.59, 2.61], [-2.70, -1.46, 1.83], [-2.20, -1.76, 3.55], [-2.73, -2.49, -5.55], [-1.68, -1.99, -4.56], [-0.45, -2.78, -4.87], [0.58, -2.53, -3.96], [1.73, -3.27, -4.24], [-1.29, -0.53, -4.66], [-0.49, -0.60, -3.98], [-0.95, 0.50, -5.93], [-2.07, 0.01, -4.28], [-2.62, -3.61, -5.65], [-2.43, -1.99, -6.50], [-3.74, -2.22, -5.22], [-2.11, -2.19, -3.48], [-0.04, -2.74, -5.94], [-0.78, -3.83, -4.72], [1.42, -4.34, -4.08], [2.46, -2.97, -3.48], [2.13, -3.09, -5.25], [2.17, -3.38, 0.34], [1.76, -4.46, 1.36], [2.98, -4.74, 2.27], [2.53, -5.48, 3.41], [2.65, -4.83, 4.70], [0.59, -4.07, 2.18], [0.44, -4.73, 2.89], [0.66, -3.14, 2.53], [-0.85, -4.11, 1.13], [1.37, -2.68, 0.18], [2.55, -3.87, -0.60], [3.10, -2.87, 0.77], [1.36, -5.39, 0.87], [3.39, -3.75, 2.60], [3.71, -5.34, 1.71], [2.20, -3.84, 4.84], [3.77, -4.69, 4.95], [2.13, -5.60, 5.32], [-1.44, 2.68, -8.05], [-1.73, 1.61, -7.17], [-2.82, 1.09, -7.18], [-0.69, 1.28, -6.43], [-2.26, 2.76, -8.52], [-4.34, 0.51, -0.96], [-3.67, -0.52, -1.72], [-3.72, -0.37, -2.98], [-3.02, -1.35, -1.11], [-4.31, 0.31, -0.05], [4.47, 2.78, -1.34], [3.27, 3.34, -1.02], [3.29, 4.66, -1.51], [2.34, 2.79, -0.45], [4.58, 2.01, -0.74], [-3.33, -3.89, -0.68], [-2.35, -4.49, -0.06], [-1.70, -3.72, 0.83], [-2.01, -5.67, -0.18], [-3.15, -2.94, -0.91], [0.38, -1.35, 4.85], [1.08, -0.59, 3.91], [1.74, 0.45, 4.30], [0.95, -1.02, 2.79], [0.67, -1.02, 5.69], [1.04, 2.45, 5.71], [-0.12, 2.86, 5.22], [-0.71, 3.80, 5.57], [-0.57, 2.07, 4.18], [1.26, 1.68, 5.20], [7.04, -0.72, -0.41], [8.03, 0.16, -0.43], [6.47, -0.83, -1.63], [7.62, -1.91, -0.06], [5.78, -0.23, 0.87], [6.54, 0.31, 1.99], [5.10, 0.75, 0.01], [4.99, -1.45, 1.09]], "e_homo_ha": -0.1727, "total_charge": -2, "orbital_gap_ev": 8.4}


{"formula": "C2H3Cl2FN2", "method": "wB97M-V/def2-TZVPD", "species": ["C", "C", "H", "H", "H", "N", "N", "F", "Cl", "Cl"], "positions_angstrom": [[-0.05, 1.01, 0.74], [-0.12, -0.35, 0.09], [0.55, 2.91, 0.37], [0.85, 1.82, -0.89], [-0.24, 1.99, 2.34], [0.30, 2.04, -0.06], [-0.26, 1.06, 1.99], [-0.55, -1.25, 1.04], [1.48, -0.86, -0.38], [-1.21, -0.38, -1.36]], "e_homo_ha": -0.3660, "orbital_gap_ev": 10.6, "smiles": "[H]/N=C(\\N)C(F)(Cl)Cl"}


{"formula": "C3H7PS", "method": "wB97M-V/def2-TZVPD", "species": ["C", "C", "C", "P", "S", "H", "H", "H", "H", "H", "H", "H"], "positions_angstrom": [[0.18, -0.07, -1.73], [-0.10, -1.34, -1.09], [0.51, 0.86, 1.41], [0.49, 1.37, -2.22], [-1.26, 0.78, 1.80], [-0.81, -1.95, -1.77], [0.88, -1.83, -0.77], [-0.74, -1.09, -0.16], [0.62, 1.80, 0.86], [0.89, 0.05, 0.76], [1.04, 0.78, 2.35], [-1.71, 0.65, 0.55]], "e_homo_ha": -0.3330, "orbital_gap_ev": 9.7, "smiles": "CC#P.CS"}